Record 1
143
Properties=species:S:1:pos:R:3 method="wB97M-V/def2-TZVPD" e_tot_ev=-206377.8839 orbital_gap_ha=0.3093 homo_ev=-8.840 e_above_lowest_ev=0.783 spin_multiplicity=1 charge=0
S -21.2728 -10.6431 -4.0042
S -22.3540 -14.3405 -7.8725
S -14.6215 -13.4998 -9.5194
S -22.8010 -8.7580 -7.3390
S -15.5191 -9.8995 -4.0104
S -18.3150 -4.5072 -6.4178
S -22.7788 -2.3401 -8.8800
S -20.6156 -9.7431 -14.8625
S -18.5088 -5.1550 -13.0427
O -14.5985 -10.1985 -2.9530
O -23.3025 -13.0800 -8.2869
O -22.2473 -14.8619 -9.4012
O -15.6043 -13.2633 -10.8018
O -13.2746 -13.3383 -10.3704
O -18.4373 -6.6527 -13.6286
O -14.7305 -14.8695 -9.0941
O -22.3627 -3.6363 -9.7536
O -17.6838 -4.4027 -4.9194
O -20.6524 -9.4197 -3.5825
O -19.4406 -3.6219 -6.5261
O -20.8343 -10.9372 -5.5236
O -18.7402 -6.0403 -6.2293
O -21.8578 -10.4410 -14.8015
O -23.0821 -15.2540 -7.0552
O -23.6364 -1.5023 -9.6692
O -17.6919 -4.5553 -14.2932
O -20.4347 -11.9340 -3.4654
O -20.3456 -8.8646 -15.9707
O -23.1967 -2.7309 -7.5639
O -21.6365 -7.9607 -6.5364
O -15.3214 -10.9812 -5.1844
O -19.2822 -10.6698 -14.6186
O -22.6857 -10.8078 -3.7940
O -21.1069 -13.7915 -7.4002
O -23.7917 -7.4439 -7.3701
O -17.2166 -4.4440 -7.3384
O -14.7679 -12.4106 -8.6039
O -19.8565 -4.6517 -13.0271
O -14.9665 -8.6775 -4.9319
O -16.9233 -9.7578 -3.7597
O -21.2932 -1.7357 -8.8495
O -17.7217 -5.0986 -11.8682
O -22.3471 -9.1605 -8.6407
O -23.4113 -9.7563 -6.4984
O -20.3298 -8.8988 -13.4915
N -13.5956 -5.8257 -14.9649
N -17.7731 -9.0418 -9.6189
C -20.9775 -3.9573 -9.6361
C -13.5043 -13.3379 -11.7682
C -14.3625 -5.8868 -12.5463
C -14.1329 -10.6723 -5.9337
C -17.2003 -5.6688 -4.5063
C -18.7315 -6.5288 -15.0250
C -11.9901 -3.8789 -15.2348
C -19.5334 -9.6117 -12.5759
C -17.8231 -7.6736 -9.1355
C -15.6584 -8.7599 -10.8171
C -13.4327 -4.4057 -15.2858
C -22.1980 -13.7471 -10.2939
C -13.2576 -6.1384 -13.5897
C -19.4799 -11.3655 -5.4767
C -19.1022 -6.9741 -9.5387
C -19.5526 -12.4947 -4.4497
C -22.0794 -6.8259 -5.8651
C -12.8894 -6.7107 -15.9003
C -18.5861 -11.3657 -9.2729
C -20.3757 -2.5621 -9.5874
C -14.0359 -9.1504 -5.9160
C -14.9672 -13.7575 -11.9722
C -17.7195 -6.7268 -5.5130
C -18.5393 -10.3249 -13.4719
C -18.6390 -9.9115 -8.8070
C -17.7885 -5.3920 -15.4507
C -16.3920 -9.5328 -9.7248
C -13.5487 -8.0681 -16.0217
C -23.3285 -12.8862 -9.6955
C -23.5643 -6.6632 -6.1831
H -19.4605 -11.9690 -9.0265
H -12.9675 -8.7653 -16.6317
H -17.6925 -11.8357 -8.8530
H -19.4597 -2.5253 -8.9971
H -16.9687 -7.0465 -9.3936
H -15.8541 -9.3532 -8.7791
H -13.3117 -11.2060 -5.4586
H -20.0727 -13.3644 -4.8501
H -13.6413 -8.5418 -15.0425
H -11.8726 -6.7827 -15.4871
H -18.4545 -11.5247 -10.3478
H -18.0179 -11.1536 -12.9881
H -18.2346 -7.5414 -5.0068
H -14.3960 -8.7332 -6.8606
H -13.0865 -8.6478 -5.7360
H -16.1894 -8.8100 -11.7656
H -22.4269 -14.0561 -11.3089
H -15.0996 -14.8377 -12.0494
H -18.8015 -10.5745 -5.1422
H -18.4585 -7.4940 -15.4343
H -12.7899 -13.9661 -12.2984
H -11.3369 -4.5257 -15.8270
H -15.2746 -6.4070 -12.8431
H -17.6869 -9.6670 -13.6894
H -19.9239 -7.4976 -9.0458
H -18.5945 -12.7363 -3.9978
H -21.5012 -5.9542 -6.1818
H -20.1030 -10.4036 -12.0817
H -14.5140 -8.0134 -16.5266
H -16.9342 -7.1421 -6.1421
H -17.7791 -7.6624 -8.0323
H -19.2694 -6.9312 -10.6143
H -19.0444 -8.8903 -11.9290
H -23.2245 -11.8214 -9.8933
H -18.3419 -9.8743 -7.7488
H -15.4356 -13.2222 -12.7950
H -21.9937 -6.7569 -4.7763
H -20.1792 -2.0475 -10.5275
H -19.1125 -11.5937 -6.4750
H -12.7692 -6.3096 -16.9081
H -23.8465 -5.6522 -6.4783
H -18.1426 -4.7896 -16.2855
H -20.6257 -4.4760 -10.5234
H -14.7180 -9.3181 -10.9296
H -11.5134 -4.0442 -14.2621
H -16.1184 -5.7822 -4.4387
H -21.2070 -13.2928 -10.2686
H -12.4183 -5.5275 -13.2232
H -19.6801 -9.6016 -8.8823
H -14.0814 -6.2840 -11.5727
H -13.7820 -4.2422 -16.3079
H -24.2972 -7.0022 -5.4497
H -19.7616 -6.2585 -15.2512
H -14.1438 -3.9014 -14.6283
H -11.8338 -2.8281 -15.4631
H -16.3590 -10.5827 -9.9975
H -12.8071 -7.1281 -13.4844
H -19.1704 -5.9462 -9.1807
H -16.7960 -5.7766 -15.6961
H -14.5208 -4.8112 -12.5022
H -17.6507 -5.8436 -3.5295
H -15.3139 -7.7751 -10.5189
H -13.3381 -12.3321 -12.1628
H -20.7037 -4.4646 -8.7117
H -24.2622 -13.2531 -10.1202
H -14.3279 -11.0367 -6.9388

---

Record 2
127
Properties=species:S:1:pos:R:3 method="wB97M-V/def2-TZVPD" e_tot_ev=-164538.2917 orbital_gap_ha=0.1938 homo_ev=-9.843 spin_multiplicity=1 charge=+1
I -3.7947 0.5735 -4.2762
S -6.1182 -8.5448 1.3937
S 8.2805 2.5459 -4.4573
S 6.7634 7.7716 -1.3534
S -8.1172 -10.1434 4.2303
S -1.6566 5.6274 0.9481
P -2.7601 4.1460 0.1775
P -0.9406 -2.4976 -1.2039
P -4.2302 0.5716 -1.7966
F 1.1048 0.3241 -2.3895
F 0.7593 1.3758 2.0816
F -3.1655 -4.6093 1.9221
O -4.2537 4.3760 1.1295
O 0.7284 -2.5647 -1.8168
O -1.5956 -3.9981 -1.9286
O -6.7137 -10.0426 4.7512
O -3.1591 4.7056 -1.3602
O 8.7095 1.3873 0.0408
O -4.7507 2.1760 -1.5007
O 2.0201 0.1628 -0.2597
O -0.6500 -0.4985 2.1145
O 5.8541 6.8122 -0.6436
O -6.9826 -7.4460 0.8491
O -0.9909 -2.8303 0.3305
O 8.5177 3.2803 -3.1706
N -7.2561 1.3701 2.7609
N -5.2336 0.7828 1.4425
N -3.0295 1.8301 1.5873
N -0.3273 0.7027 -0.1257
N -3.1844 -0.4465 0.4442
C -4.6457 -7.7743 2.1078
C -0.1181 0.4127 1.2995
C 9.2663 3.3589 -5.7374
C -1.3506 2.1779 -2.0552
C -3.9791 -1.6880 0.3410
C -1.9825 -1.0716 -1.8478
C 7.8474 8.5143 -0.1105
C 0.8559 0.4629 -0.9160
C -2.0942 2.4361 0.5749
C 5.8239 3.2077 0.4629
C 4.6998 4.2105 -0.2645
C 2.2481 3.5946 -1.3938
C -0.2871 3.3732 -2.1498
C -9.0964 -11.0192 5.4738
C -2.5850 0.0815 -0.8539
C 8.0509 6.7974 -2.1689
C 0.6526 3.7813 -0.9114
C 7.3081 0.9312 -0.0035
C -5.2691 -9.3134 -0.0062
C -5.9177 1.8978 2.1986
C 6.3743 2.1473 -0.6606
C -4.4652 -3.8555 1.8020
C -3.8656 0.6973 1.1596
C -4.2183 -2.2320 1.9115
C -8.1467 -11.4683 2.9993
C -2.6050 1.8994 3.0031
C 9.2585 1.0252 -4.4030
C 9.5810 0.2108 0.2049
C 3.2552 3.3869 -0.1181
C -1.5496 1.3899 -0.6033
H -1.1799 2.8006 1.2699
H 8.9539 -0.6890 0.6766
H 0.5784 3.1614 0.0704
H -3.0925 0.9988 3.6023
H -10.0960 -11.2167 5.0793
H 9.9659 -0.1009 -0.8775
H -7.6401 2.2237 3.2671
H -3.9367 -8.5494 2.4085
H 9.2124 2.7807 -6.6629
H 8.8550 4.3562 -5.9108
H 4.9765 4.4523 -1.3766
H -2.5970 -3.8311 -1.8847
H -5.0911 -1.5704 -0.0803
H -5.3426 2.3171 3.1218
H 2.6301 4.5463 -1.9984
H 6.9298 0.5875 1.0543
H 7.5896 6.2132 -2.9688
H -2.9478 -1.6070 -2.3164
H -4.1297 5.0157 -1.3969
H -9.1773 -10.3860 6.3606
H -6.2367 2.7153 1.4051
H -4.9466 -7.2000 2.9872
H -1.0754 1.4247 -2.9447
H -5.0705 -1.6470 2.4629
H -0.8585 4.3643 -2.4975
H -7.5556 -11.1529 2.1361
H -5.9079 0.0268 1.1277
H 10.4674 0.5067 0.9122
H 7.2907 -0.0028 -0.7422
H 3.5499 2.2584 -0.0246
H -4.6434 5.2768 0.9220
H -2.3835 2.6033 -2.4828
H 8.6029 9.1298 -0.6048
H 8.5197 6.1204 -1.4510
H -9.1765 -11.6514 2.6836
H -4.8751 -4.1052 0.7177
H 0.5631 4.9605 -0.7472
H -4.5404 -10.0396 0.3618
H 8.8000 7.4674 -2.5977
H 5.4779 1.5912 -1.1936
H -7.7149 -12.3802 3.4197
H -8.6068 -11.9579 5.7431
H 7.0562 2.7505 -1.4203
H -5.2498 -4.2611 2.5733
H -3.1584 -2.0928 2.4418
H 10.2975 1.2567 -4.1571
H 0.4436 3.1612 -3.0742
H -1.4154 -0.6732 -2.8016
H -1.4607 1.9058 3.2340
H -3.5517 -2.6165 -0.1960
H -6.9813 0.7300 3.5659
H 8.3289 7.7324 0.4822
H 1.2140 -3.0675 -1.0723
H 5.2676 2.5506 1.2909
H -6.0109 -9.8275 -0.6221
H 2.6599 3.6882 0.8506
H 9.2050 0.5213 -5.3710
H 8.8416 0.3719 -3.6328
H -4.1829 -7.1043 1.3794
H 4.5957 5.1466 0.4297
H 6.6514 3.8061 1.0334
H 7.2420 9.1443 0.5457
H -4.7679 -8.5493 -0.6060
H -3.0469 2.9005 3.4772
H 10.3053 3.4481 -5.4101
H -5.6731 2.1157 -1.0907
H 2.3762 2.6782 -2.1364